Entry 1:
20
Properties=species:S:1:pos:R:3:forces:R:3 method="wB97M-V/def2-TZVPD" multiplicity=2 e_tot_ha=-576.0324 charge=0 molar_mass_da=319.7 relative_energy_kcal_mol=33.4 orbital_gap_ha="0.2045 / 0.2860"
Hg 0.411 -1.326 -1.061 3.23 -2.91 -3.61
O -0.976 -0.239 0.185 -2.02 1.49 2.08
O 1.595 0.174 0.031 1.22 2.17 1.53
O -1.666 -1.940 -1.610 -4.26 0.47 -0.39
C 0.965 0.589 1.230 0.37 -0.02 0.20
C 3.000 0.024 0.136 0.32 -0.02 0.10
C -0.475 0.886 0.895 -0.30 0.23 0.04
C -2.521 -1.097 -1.361 1.15 -1.40 0.06
C -2.327 -0.182 -0.189 -0.28 0.63 0.08
H -3.445 -0.930 -1.944 0.21 -0.31 -0.10
H -2.978 -0.492 0.646 0.00 0.03 -0.20
H -0.551 1.780 0.257 0.03 -0.17 0.09
H 0.102 -0.356 -2.599 0.36 -0.11 0.23
H -1.056 1.045 1.814 0.13 0.02 -0.12
H 3.461 0.983 0.412 -0.06 -0.16 -0.04
H 1.038 -0.211 1.986 -0.04 0.12 -0.14
H 3.254 -0.739 0.887 -0.04 0.14 -0.18
H 3.368 -0.292 -0.847 -0.16 0.06 0.28
H -2.645 0.831 -0.497 0.26 -0.15 0.13
H 1.446 1.495 1.627 -0.11 -0.13 -0.03

Entry 2:
83
Properties=species:S:1:pos:R:3:forces:R:3 method="wB97M-V/def2-TZVPD" e_tot_ha=-5380.9652 charge=+2 molar_mass_da=656.6 relative_energy_kcal_mol=24.4 orbital_gap_ha=0.1571
Br -1.020 -0.149 -1.316 -0.74 0.79 -0.27
Ca -2.097 2.670 -1.742 -0.67 -2.33 2.41
P -2.711 -2.757 -3.799 -0.17 -0.88 -0.29
P 2.838 -0.996 -1.757 1.08 0.12 -0.27
O 2.091 4.531 4.363 -0.67 -1.15 -0.91
N 2.011 2.272 4.611 -0.28 0.27 -0.45
N -1.293 6.736 -6.820 0.35 0.28 0.11
N -0.849 3.122 0.441 0.21 0.12 0.77
C -3.250 -2.680 -2.046 -0.13 0.21 0.18
C 1.697 3.443 3.954 0.99 0.30 1.47
C -1.611 6.769 -4.436 0.48 -0.06 -0.03
C 5.486 -1.295 -0.825 0.32 -0.14 0.11
C 0.443 1.512 -3.968 -0.27 0.66 0.50
C -1.706 5.471 -6.862 -0.46 0.42 0.43
C 3.884 -1.050 -4.397 0.37 0.12 -0.21
C -3.059 -1.135 -5.951 -0.08 0.35 0.03
C 1.192 0.419 -3.598 0.35 -0.60 -0.08
C 2.160 -2.039 -0.449 -0.83 -0.04 0.22
C 3.255 -1.869 -3.261 0.06 -0.66 -0.05
C 2.762 -3.457 -0.518 -0.03 -0.17 -0.15
C -4.614 -3.359 -1.869 0.15 0.05 0.21
C 0.411 2.633 -3.089 0.34 -0.62 0.20
C 1.943 0.412 -2.395 -0.66 1.35 -0.11
C -0.896 -3.044 -3.655 0.23 -0.07 0.09
C -0.558 -4.512 -3.954 0.24 0.12 0.04
C -0.598 3.621 -3.207 -0.58 2.72 -1.67
C 0.567 2.070 2.114 -0.11 0.35 0.15
C -2.075 4.787 -5.709 0.63 -0.66 -0.03
C 0.311 4.441 2.113 -0.33 -0.14 -0.25
C -1.796 5.382 -4.473 -1.20 0.84 -0.32
C -0.304 2.031 1.036 -0.07 -0.21 -0.43
C 1.352 2.714 -2.045 -0.61 0.62 0.07
C -2.749 -1.047 -4.448 -0.10 0.17 -0.04
C -0.545 4.320 1.011 0.20 -0.40 -0.01
C 2.102 1.617 -1.698 0.32 -0.48 0.23
C -1.283 7.391 -5.652 -0.58 -0.73 -0.25
C 0.858 3.297 2.718 -0.47 0.18 -0.95
C -1.527 4.454 -3.356 2.73 -1.44 -0.82
C 4.329 -0.326 -0.980 -0.27 0.76 -0.09
H -0.566 1.062 0.591 0.19 0.64 0.31
H -0.953 -5.174 -3.171 0.09 0.13 -0.24
H 1.179 -0.455 -4.259 -0.11 0.30 0.45
H -2.440 3.757 -5.764 0.37 0.28 -0.01
H 0.543 5.427 2.495 -0.04 -0.11 0.16
H -0.582 -2.737 -2.642 0.12 -0.12 -0.30
H 4.833 -0.574 -4.110 -0.24 -0.22 0.02
H 1.063 -2.017 -0.510 0.24 -0.22 0.00
H -3.317 -0.149 -6.351 0.08 -0.08 -0.11
H -2.486 -3.177 -1.434 -0.14 0.08 -0.06
H -4.906 -3.353 -0.812 -0.05 0.01 -0.20
H 0.531 -4.650 -4.011 -0.21 -0.13 0.06
H 4.004 0.057 0.003 0.17 -0.09 -0.29
H 2.423 -1.551 0.505 -0.03 -0.04 -0.44
H -4.575 -4.404 -2.202 -0.06 0.29 0.02
H 1.006 1.132 2.459 -0.27 0.29 -0.05
H -3.530 -0.495 -3.904 0.06 -0.04 -0.16
H -3.267 -1.625 -1.741 -0.12 -0.35 0.13
H -0.154 1.556 -4.884 0.16 -0.32 0.36
H 1.421 3.647 -1.491 0.01 -0.23 0.05
H -0.393 -2.380 -4.376 -0.09 -0.15 0.08
H 1.565 1.381 4.421 0.13 0.53 0.13
H -3.908 -1.808 -6.134 0.28 0.21 0.05
H 2.795 1.681 -0.848 -0.48 0.07 -0.43
H -1.022 5.202 0.564 0.38 -0.34 0.24
H -5.384 -2.835 -2.447 0.06 -0.18 0.09
H -1.730 4.976 -7.834 -0.13 0.23 0.22
H -0.989 -4.824 -4.917 0.11 0.09 0.32
H 2.502 2.366 5.490 -0.09 0.04 -0.16
H 3.236 -0.261 -4.781 0.10 -0.14 0.15
H -1.664 7.352 -3.517 0.40 -0.28 -0.13
H 5.774 -1.737 -1.783 0.06 0.06 0.14
H 2.232 -4.071 -1.259 0.18 0.15 0.24
H -2.197 -1.518 -6.511 -0.20 0.02 0.10
H 2.707 -3.956 0.460 -0.12 0.22 -0.32
H 2.306 -2.320 -3.586 0.21 -0.20 -0.02
H 4.093 -1.717 -5.245 0.00 0.12 0.34
H 3.820 -3.416 -0.797 -0.24 -0.20 0.09
H -0.983 8.437 -5.693 -0.19 -0.18 0.10
H 4.615 0.549 -1.576 0.17 -0.17 0.08
H -1.783 -0.567 -4.242 -0.20 0.14 -0.07
H 6.342 -0.740 -0.428 -0.09 -0.20 -0.12
H 5.259 -2.099 -0.123 0.08 0.12 -0.06
H 3.934 -2.671 -2.943 -0.26 -0.03 -0.30

Entry 3:
17
Properties=species:S:1:pos:R:3:forces:R:3 method="wB97M-V/def2-TZVPD" e_tot_ha=-2954.2712 charge=0 molar_mass_da=199.1 relative_energy_kcal_mol=98.4 orbital_gap_ha="0.2832 / 0.2833" smiles="C=c1[nH]nc/c1=C/Br.C#C"
Br -2.687 0.217 0.209 -0.07 -0.13 -0.53
N 1.656 1.483 1.099 2.57 0.60 -2.21
N 2.237 1.261 -0.166 1.89 0.44 1.14
C 0.331 1.380 1.064 -3.53 -2.52 1.95
C -0.436 1.403 2.226 2.88 1.44 -1.26
C 0.050 0.757 -0.276 -0.70 1.37 -0.27
C -0.988 -3.104 -1.967 1.30 0.13 1.45
C -0.281 -3.423 -1.041 -0.40 -0.49 0.58
C 1.363 0.872 -0.994 -2.96 -1.93 0.63
C -1.108 0.318 -0.808 0.99 0.82 2.55
H -1.480 1.209 2.186 -0.28 0.12 0.51
H -1.159 -0.080 -1.759 -0.25 -0.69 -1.75
H 1.401 0.302 -1.955 1.05 1.28 0.69
H -1.472 -2.490 -2.660 -0.59 0.01 -0.86
H 0.173 1.823 3.098 -1.55 -0.79 -0.88
H 2.215 1.852 1.856 -0.04 -0.01 -0.55
H 0.185 -3.780 -0.112 -0.32 0.34 -1.19

Entry 4:
17
Properties=species:S:1:pos:R:3:forces:R:3 method="wB97M-V/def2-TZVPD" e_tot_ha=-288.9929 charge=+1 molar_mass_da=96.2 relative_energy_kcal_mol=56.5 orbital_gap_ha=0.3845 smiles="CC1=C[N+]1=C(C)C"
N 0.260 0.546 0.031 0.67 -0.92 0.00
C 1.711 0.365 -0.235 -1.74 1.79 1.41
C 1.189 1.566 -0.160 0.40 0.89 -1.15
C -1.246 -1.394 0.240 0.48 -0.26 -1.22
C 2.644 -0.693 -0.346 0.44 -2.77 -2.85
C -0.918 0.123 0.207 -1.97 -0.54 0.25
C -2.057 1.154 0.357 -2.16 -0.86 -1.13
H -2.300 -1.555 0.529 0.50 0.26 -0.47
H -0.669 -1.994 0.977 0.03 0.70 -0.46
H -2.594 1.472 -0.669 1.73 -0.59 2.10
H 2.911 -1.315 0.537 -0.41 0.77 -0.46
H -2.949 0.721 0.922 1.40 0.16 -0.64
H 1.131 2.636 -0.436 0.26 -0.87 0.56
H -1.040 -1.855 -0.816 -0.52 0.84 1.92
H -1.758 2.000 0.961 0.27 0.42 -0.32
H 3.520 -0.387 -0.939 0.01 0.26 0.80
H 2.164 -1.390 -1.159 0.62 0.72 1.65

Entry 5:
10
Properties=species:S:1:pos:R:3:forces:R:3 method="wB97M-V/def2-TZVPD" multiplicity=6 e_tot_ha=-1605.3195 charge=0 molar_mass_da=142.9 relative_energy_kcal_mol=90.3 orbital_gap_ha="0.2707 / 0.3006"
Fe -0.205 -1.414 2.928 0.00 -0.59 0.82
O -0.362 -1.059 0.949 -0.19 -0.44 -0.28
O -0.011 1.038 0.227 1.38 0.28 1.29
O 0.322 0.477 2.357 -0.44 0.22 -0.04
C -0.600 0.093 -1.903 2.49 -2.36 -0.91
C -0.035 0.129 1.201 0.62 0.42 -0.38
C 0.357 0.649 -1.069 -3.07 0.40 -1.87
H 0.981 1.421 -1.545 0.41 -0.55 0.78
H 0.700 -0.553 -1.618 -0.39 1.54 -0.13
H -1.148 -0.781 -1.526 -0.83 1.08 0.71

Entry 6:
16
Properties=species:S:1:pos:R:3:forces:R:3 method="wB97M-V/def2-TZVPD" e_tot_ha=-363.0425 charge=0 molar_mass_da=103.1 relative_energy_kcal_mol=27.0 orbital_gap_ha=0.3989 smiles="C[C@@H]1CNC(=O)O1.[H][H]"
O 1.306 2.525 0.273 -0.17 -0.43 0.00
O -0.189 1.065 -0.592 0.07 0.14 0.06
N 1.156 0.331 1.009 0.09 0.19 0.05
C -0.532 -0.317 -0.410 -0.06 -0.21 0.02
C -2.039 -0.452 -0.358 -0.01 0.01 0.01
C 0.191 -0.735 0.889 -0.09 -0.10 -0.04
C 0.819 1.426 0.249 0.15 0.16 0.08
H -2.325 -1.499 -0.204 0.06 0.14 -0.05
H 2.449 -0.068 -2.086 -0.05 0.02 0.00
H -0.118 -0.867 -1.264 -0.07 0.07 0.13
H 0.676 -1.711 0.784 -0.12 0.13 0.02
H -2.438 0.144 0.469 0.05 -0.08 -0.11
H 1.846 0.363 -2.155 0.07 -0.01 -0.02
H -2.486 -0.096 -1.290 0.05 -0.08 0.13
H -0.508 -0.777 1.740 0.13 0.04 -0.15
H 1.717 0.478 1.833 -0.09 0.02 -0.13

Entry 7:
28
Properties=species:S:1:pos:R:3:forces:R:3 method="wB97M-V/def2-TZVPD" e_tot_ha=-983.2376 charge=-1 molar_mass_da=289.9 relative_energy_kcal_mol=0.0 orbital_gap_ha="0.1552 / 0.1498"
Sn 0.029 0.196 -1.715 -0.40 1.55 -0.35
P 2.305 0.034 -3.225 -0.57 -0.48 0.09
O 0.304 -0.914 0.351 0.04 -2.38 1.53
C -0.184 -3.115 1.204 -0.21 0.55 0.05
C -1.977 2.031 0.759 0.27 0.53 -0.69
C -2.199 1.944 -0.647 0.74 0.34 -0.11
C 0.264 -2.364 -0.044 0.01 0.49 0.56
C -0.758 3.701 -0.251 -0.25 -1.00 -0.18
C 0.691 -0.861 1.804 -0.55 0.17 -1.43
C 0.446 -2.272 2.321 0.62 -0.54 0.48
C -1.114 3.135 1.010 -0.01 -0.63 -0.84
C -1.340 2.911 -1.294 -1.14 0.54 1.48
H -1.279 -3.147 1.275 0.22 0.24 -0.05
H -2.355 1.314 1.474 -0.21 0.14 0.22
H 0.104 -0.080 2.307 -0.03 -0.24 -0.51
H 1.937 -0.894 -4.261 0.95 0.51 -0.11
H 1.280 -2.654 -0.351 -0.17 0.06 0.05
H -0.670 3.396 1.971 -0.24 0.07 -0.21
H 2.455 1.268 -3.961 0.49 -0.82 0.16
H 1.425 -2.692 2.550 0.09 -0.20 0.09
H 3.634 -0.387 -2.832 -0.31 0.36 -0.80
H -0.116 4.563 -0.374 0.15 -0.10 -0.11
H -0.103 -2.292 3.256 -0.28 0.06 0.06
H -1.274 3.065 -2.368 -0.06 0.17 0.23
H 1.747 -0.577 1.869 -0.16 -0.05 -0.15
H 0.150 -4.156 1.208 0.14 0.14 0.03
H -0.415 -2.524 -0.897 0.36 0.56 0.35
H -2.991 1.371 -1.140 0.52 -0.06 0.15

Entry 8:
26
Properties=species:S:1:pos:R:3:forces:R:3 method="wB97M-V/def2-TZVPD" e_tot_ha=-576.6408 charge=0 molar_mass_da=170.2 relative_energy_kcal_mol=237.0 orbital_gap_ha=0.3316
O -0.507 -1.034 -1.959 -0.81 -0.40 -1.69
O 1.507 -0.752 -0.873 -1.17 -1.03 -2.72
O -1.598 1.707 2.288 0.51 1.24 -0.84
C -0.539 2.455 1.678 2.10 1.60 3.40
C 0.282 -0.078 1.387 -0.40 1.24 0.06
C -0.796 -1.232 1.538 -4.09 3.04 1.75
C -0.244 0.557 -0.015 -0.95 -1.22 1.66
C 0.203 -0.485 -3.052 -0.19 -0.14 -1.85
C 0.074 -0.829 -0.762 1.35 2.60 2.03
C -0.348 -1.872 0.256 -1.87 -6.27 0.40
C 1.692 -0.297 -2.240 2.35 -0.16 -0.08
C 0.487 1.476 1.125 -1.46 -3.87 -1.92
H -1.191 -1.938 2.726 1.86 2.03 -3.93
H 1.952 0.877 -2.073 -0.18 -2.84 -1.29
H -1.116 1.362 3.040 -0.38 -0.56 0.43
H 0.132 -1.347 -3.985 0.67 2.51 2.79
H -1.372 0.732 -0.001 1.61 -0.27 0.32
H -1.134 -2.695 -0.032 0.32 2.25 -0.49
H 2.705 -1.181 -2.541 -3.18 3.46 -0.01
H 1.493 1.488 0.712 0.24 1.46 1.04
H 0.304 -2.783 0.455 0.92 1.88 -0.24
H -0.132 3.264 2.518 -0.16 -2.42 -1.47
H -0.794 3.238 1.026 -1.32 0.13 -1.64
H -1.846 -0.593 1.162 2.60 -2.35 1.96
H -0.475 0.569 -3.624 2.59 -2.89 2.22
H 1.262 -0.610 1.249 -0.96 0.98 0.10

Entry 9:
14
Properties=species:S:1:pos:R:3:forces:R:3 method="wB97M-V/def2-TZVPD" e_tot_ha=-611.0722 charge=0 molar_mass_da=114.1 relative_energy_kcal_mol=134.5 orbital_gap_ha=0.2923 smiles="C=P1=C2O[C@H]2CC1"
P -0.261 -0.892 -1.366 -0.82 -0.82 0.02
O -0.069 1.940 -0.342 -0.64 -0.06 0.33
C -1.723 -0.029 -1.639 1.09 -0.68 -0.12
C 0.104 1.238 -1.503 0.02 1.58 -1.30
C 1.102 0.031 0.790 -0.53 -0.09 -1.38
C -0.070 -1.044 0.475 -1.83 4.83 0.11
C 1.051 1.086 -0.314 -3.56 -2.45 1.21
H -2.272 0.440 -0.766 0.23 -0.53 -1.67
H 1.146 0.634 1.725 -0.40 -1.08 -0.18
H 0.103 -2.030 0.642 0.91 -2.83 1.06
H -1.967 -0.047 -2.776 -0.02 0.75 2.41
H -1.115 -0.775 0.917 2.06 -0.32 -0.36
H 2.108 -0.373 0.583 -0.46 -0.51 0.62
H 1.912 1.552 -0.442 3.94 2.20 -0.74